# 1
{"formula": "CH2F3O2P", "method": "ωB97M-V/def2-TZVPD", "species": ["O", "C", "F", "F", "O", "P", "F", "H", "H"], "coordinates": [[3.30, 1.04, -1.10], [3.33, 0.36, -2.06], [3.57, -0.93, -2.20], [3.17, 0.80, -3.33], [0.38, 0.37, -0.88], [-1.20, 0.60, -0.73], [-1.40, -0.93, -0.60], [1.07, 0.88, -0.47], [-1.53, 0.78, -2.09]], "lowdin_charge": [0.20, -0.53, 0.19, 0.14, -0.34, 0.72, -0.32, 0.01, -0.08], "e_above_lowest_ev": 0.249, "homo_energy_ev": -9.5, "smiles": "O=C(F)F.OPF", "gap_ev": 10.05, "lumo_energy_ev": 0.56}

---

# 2
{"formula": "C3H5N3O7", "method": "ωB97M-V/def2-TZVPD", "species": ["C", "C", "O", "N", "O", "O", "C", "N", "O", "O", "N", "O", "O", "H", "H", "H", "H", "H"], "coordinates": [[1.42, -1.22, -0.64], [0.45, -0.06, -0.34], [1.17, 0.88, 0.46], [0.83, 2.21, 0.25], [0.13, 2.40, -0.64], [1.29, 2.92, 1.03], [-0.93, -0.35, 0.09], [-1.94, -0.19, -0.91], [-1.51, -0.11, -2.09], [-3.09, -0.07, -0.54], [-1.22, -0.59, 1.30], [-2.25, -0.89, 1.72], [-0.22, -0.60, 2.24], [1.69, -1.84, 0.16], [2.32, -0.70, -1.04], [0.97, -1.81, -1.41], [0.31, 0.42, -1.37], [0.57, -0.39, 1.73]], "lowdin_charge": [0.02, -0.30, 0.01, -0.46, 0.17, 0.20, -0.12, -0.29, 0.05, 0.13, -0.26, 0.17, 0.16, 0.07, 0.11, 0.09, 0.16, 0.09], "e_above_lowest_ev": 0.181, "homo_energy_ev": -10.5, "smiles": "C[C@H](O[N+](=O)[O-])/C([N+](=O)[O-])=[N+](/[O-])O", "gap_ev": 9.54, "lumo_energy_ev": -0.96}

---

# 3
{"formula": "C16H31F3N2O8S", "method": "ωB97M-V/def2-TZVPD", "species": ["C", "O", "C", "O", "N", "N", "C", "S", "C", "F", "F", "F", "H", "H", "H", "C", "O", "C", "C", "O", "C", "C", "O", "C", "H", "H", "H", "H", "H", "H", "H", "H", "H", "H", "H", "H", "H", "H", "C", "O", "C", "C", "O", "C", "C", "O", "C", "H", "H", "H", "H", "H", "H", "H", "H", "H", "H", "H", "H", "H", "H"], "coordinates": [[3.04, -2.36, -4.37], [2.01, -1.77, -5.21], [2.51, -1.41, -6.44], [2.33, -0.32, -6.81], [3.15, -2.47, -7.19], [2.30, -3.03, -8.20], [1.93, -4.12, -7.77], [1.53, -5.48, -7.13], [4.45, -2.12, -7.68], [4.86, -3.15, -8.46], [4.50, -1.04, -8.45], [5.35, -2.05, -6.70], [2.51, -2.82, -3.52], [3.59, -3.18, -4.86], [3.72, -1.55, -4.05], [-1.67, 2.32, 0.59], [-0.61, 2.44, -0.33], [0.66, 2.17, 0.24], [1.59, 1.55, -0.78], [1.32, 0.19, -1.08], [0.14, -0.10, -1.82], [0.21, 0.32, -3.28], [0.08, 1.73, -3.41], [0.82, 2.25, -4.49], [-1.61, 3.11, 1.35], [-2.61, 2.41, 0.05], [-1.64, 1.34, 1.08], [0.56, 1.48, 1.09], [1.08, 3.12, 0.59], [2.60, 1.55, -0.35], [1.64, 2.15, -1.69], [-0.75, 0.31, -1.33], [0.03, -1.18, -1.80], [-0.62, -0.14, -3.83], [1.15, -0.03, -3.71], [1.87, 1.94, -4.43], [0.78, 3.34, -4.43], [0.39, 1.93, -5.45], [-0.87, -1.19, 3.50], [-1.77, -0.32, 4.16], [-3.09, -0.85, 4.23], [-3.79, -0.39, 5.49], [-3.36, -1.05, 6.67], [-2.05, -0.74, 7.15], [-1.92, 0.65, 7.75], [-1.89, 1.64, 6.73], [-2.49, 2.85, 7.12], [-1.11, -1.26, 2.44], [0.14, -0.78, 3.61], [-0.89, -2.19, 3.96], [-3.07, -1.94, 4.21], [-3.64, -0.48, 3.35], [-4.85, -0.65, 5.39], [-3.74, 0.69, 5.61], [-1.30, -0.92, 6.38], [-1.86, -1.46, 7.95], [-0.98, 0.72, 8.30], [-2.75, 0.82, 8.44], [-3.50, 2.69, 7.50], [-2.55, 3.50, 6.24], [-1.88, 3.35, 7.89]], "lowdin_charge": [-0.04, -0.05, -0.49, 0.22, 0.01, 0.10, -0.71, 0.81, -0.64, 0.14, 0.18, 0.18, 0.10, 0.09, 0.11, -0.11, -0.20, -0.20, -0.18, -0.13, -0.18, -0.19, -0.20, -0.11, 0.09, 0.09, 0.08, 0.12, 0.13, 0.13, 0.12, 0.12, 0.12, 0.13, 0.10, 0.09, 0.09, 0.09, -0.11, -0.21, -0.20, -0.18, -0.13, -0.18, -0.20, -0.20, -0.11, 0.08, 0.09, 0.09, 0.13, 0.13, 0.13, 0.12, 0.12, 0.13, 0.13, 0.13, 0.09, 0.09, 0.09], "e_above_lowest_ev": 0.380, "homo_energy_ev": -9.0, "smiles": "COC(=O)N(N=C=S)C(F)(F)F.COCCOCCOC.COCCOCCOC", "gap_ev": 8.06, "lumo_energy_ev": -0.98}